1 | The molecule C8H11N3O3S, computed with ωB97M-V/def2-TZVPD.

Results
HOMO-LUMO gap (spin up / spin down) in eV: 6.977 / 6.973
Spin multiplicity: 1
Lowest unoccupied orbital energy (spin up / spin down) in eV: 0.33 / 0.33

Each line ends with the natural charge from an NBO analysis.
Cartesian coordinates (Å):
C (3.0381, 1.0231, -0.4646)  -0.378
C (1.8024, 1.4572, -0.1538)  0.102
C (3.3328, -0.3053, -0.1310)  0.424
C (1.2472, -0.8019, 0.6477)  0.757
C (-2.2730, 2.0887, 0.2503)  -0.051
C (-2.8374, 0.6855, 0.2599)  -0.584
C (-0.3559, 1.0084, 0.7362)  0.219
C (-2.5992, -2.1199, 0.0776)  -0.151
N (2.5063, -1.1629, 0.3743)  -0.544
N (0.9112, 0.5545, 0.3014)  -0.464
N (4.5514, -0.8019, -0.3825)  -0.799
O (0.4787, -1.5025, 1.2865)  -0.598
O (-0.9183, 1.8752, -0.0801)  -0.520
O (-2.7115, -1.9561, -1.2840)  -0.728
S (-1.5652, -0.5093, 0.8236)  0.437
H (3.8255, 1.6975, -0.9255)  0.234
H (1.3222, 2.3854, -0.2845)  0.225
H (-2.6349, 2.6485, -0.4908)  0.186
H (-2.5358, 2.5009, 1.2785)  0.177
H (-3.6922, 0.5961, 0.7539)  0.209
H (-3.0978, 0.6132, -0.8538)  0.211
H (-1.9911, -2.9668, 0.3195)  0.184
H (-3.6390, -2.1239, 0.4949)  0.180
H (5.4741, -0.4792, -0.3074)  0.399
H (4.6186, -1.8120, -0.4793)  0.395
H (-2.2570, -2.5924, -1.7671)  0.474

---

2 | The molecule C8H11N3O3S, computed with ωB97M-V/def2-TZVPD.

Results
HOMO-LUMO gap (spin up / spin down) in eV: 8.048 / 8.048
Spin multiplicity: 1
Lowest unoccupied orbital energy (spin up / spin down) in eV: 0.31 / 0.31

Each line ends with the natural charge from an NBO analysis.
Cartesian coordinates (Å):
C (0.1888, 0.2203, 3.2956)  -0.207
C (0.4873, 1.4289, 2.7237)  -0.229
C (-0.3469, -0.7991, 2.4929)  -0.220
C (0.1502, 1.7283, 1.3979)  -0.211
C (-0.5169, -0.6305, 1.0574)  0.103
C (-0.2613, 0.6939, 0.6358)  0.089
C (-0.5273, -0.4721, -1.3047)  -0.048
C (-1.5725, 1.6646, -1.1668)  -0.418
N (-1.1813, -1.5306, 0.2911)  -0.602
N (-0.4892, 0.8127, -0.7968)  -0.463
N (1.9219, -1.0619, -2.6406)  -0.525
O (2.0691, -0.3696, -0.1706)  -0.887
O (1.0271, -2.5479, -0.8132)  -0.965
O (0.9073, -1.5193, -3.5364)  -0.576
S (1.2290, -1.1310, -1.1144)  2.151
H (0.3790, 0.0944, 4.3593)  0.221
H (0.8168, 2.3192, 3.2686)  0.213
H (-0.4881, -1.7769, 2.9367)  0.212
H (0.4056, 2.6906, 0.8326)  0.224
H (-0.9816, -0.6696, -2.2118)  0.232
H (-1.3094, 2.6070, -0.5666)  0.215
H (-1.7309, 1.8257, -2.2427)  0.211
H (-2.5778, 1.4556, -0.7989)  0.198
H (-0.6218, -2.3913, 0.2724)  0.397
H (2.1251, -0.0834, -2.7411)  0.382
H (0.8976, -2.5582, -3.4595)  0.503

---

The relative energies come out as 1 0.0; 2 86.7, with values in kJ/mol.

---

1 | The molecule C8H10Si, computed with ωB97M-V/def2-TZVPD.

Results
HOMO-LUMO gap (spin up / spin down) in eV: 7.687 / 7.281
Spin multiplicity: 1
Lowest unoccupied orbital energy (spin up / spin down) in eV: -0.65 / -0.54

Each line ends with the natural charge from an NBO analysis.
Cartesian coordinates (Å):
C (-1.7022, 1.4483, -2.3021)  -0.208
C (-0.6136, 2.1978, -1.9240)  -0.231
C (-2.0183, 0.2221, -1.6368)  -0.197
C (0.2589, 1.7759, -0.9310)  -0.168
C (-1.1600, -0.1951, -0.6681)  -0.179
C (-0.0362, 0.5098, -0.2928)  -0.156
C (0.8612, -0.0425, 0.6671)  -0.101
C (0.3843, -1.3546, 1.7239)  -0.627
Si (1.8838, -2.0567, 2.5224)  0.842
H (-2.6107, 1.9009, -2.8170)  0.219
H (-0.2800, 3.1512, -2.4394)  0.220
H (-2.9044, -0.2916, -2.0590)  0.223
H (1.2273, 2.3998, -0.7229)  0.224
H (-1.2842, -1.1292, -0.2830)  0.210
H (1.8824, 0.3594, 0.7946)  0.208
H (-0.5890, -1.6436, 1.9604)  0.205
H (3.1872, -1.5418, 2.1282)  -0.155
H (1.6656, -3.5859, 2.2193)  -0.163
H (1.8478, -2.1243, 4.0600)  -0.166

---

2 | The molecule C8H10Si, computed with ωB97M-V/def2-TZVPD.

Results
HOMO-LUMO gap in eV: 10.030
Spin multiplicity: 1
Lowest unoccupied orbital energy in eV: 0.96

Each line ends with the natural charge from an NBO analysis.
Cartesian coordinates (Å):
C (-0.1808, -1.5645, 2.1724)  -0.188
C (-0.5777, -0.2712, 2.6426)  -0.243
C (0.0499, -1.7273, 0.7895)  -0.233
C (-0.6325, 0.7766, 1.7223)  -0.184
C (0.0238, -0.6567, -0.1167)  -0.004
C (-0.3147, 0.6326, 0.3224)  -0.414
C (0.3950, -0.8210, -1.5752)  -0.428
C (0.6372, 0.6256, -2.2397)  -0.812
Si (-0.1906, 1.9665, -1.0983)  1.051
H (-0.1007, -2.5239, 2.8197)  0.223
H (-0.8165, 0.0767, 3.6155)  0.218
H (0.4252, -2.6722, 0.3106)  0.212
H (-0.9663, 1.6918, 2.2645)  0.209
H (1.3611, -1.2293, -1.7012)  0.226
H (-0.5150, -1.3563, -1.8863)  0.226
H (1.5807, 0.9397, -2.4520)  0.226
H (0.2745, 0.4269, -3.1972)  0.234
H (-1.3818, 2.6072, -1.6509)  -0.163
H (0.9291, 3.0789, -0.7422)  -0.157

---

The relative energies come out as 1 288.8; 2 0.0, with values in kJ/mol.

---

1 | A structure of composition C43H39BCsI2N8O, computed with ωB97M-V/def2-TZVPD.

Results
HOMO-LUMO gap in eV: 6.606
Spin multiplicity: 1
Net charge: -1
Lowest unoccupied orbital energy in eV: 2.05

Each line ends with the Mulliken charge.
Cartesian coordinates (Å):
Cs (-1.0925, -0.0100, 0.1912)  1.277
C (4.4868, 0.1485, 2.7556)  -1.642
C (3.7582, 0.0809, 1.4550)  0.459
C (4.0401, -0.6626, 0.3291)  -0.603
C (2.9955, -0.3602, -0.5672)  -0.360
N (2.1490, 0.5015, -0.0205)  -0.506
N (2.6265, 0.7773, 1.2107)  -0.086
B (1.9273, 1.7940, 2.1290)  -0.502
N (0.7397, 1.1263, 2.8864)  1.652
N (0.5551, -0.2129, 2.9260)  -0.574
C (-0.4717, -0.4162, 3.7502)  0.139
C (-0.9547, 0.8021, 4.2548)  -1.322
C (-0.1503, 1.7635, 3.6775)  0.647
C (-0.1839, 3.2466, 3.8417)  -1.241
C (-0.9894, -1.7670, 4.0289)  0.260
C (-1.5138, -2.0682, 5.2850)  -0.633
C (-2.0255, -3.3277, 5.5576)  -0.622
C (-2.0198, -4.3105, 4.5779)  -0.472
C (-1.5026, -4.0200, 3.3229)  -0.623
C (-0.9961, -2.7592, 3.0507)  -0.074
N (1.3810, 2.9760, 1.3052)  0.664
N (0.2748, 2.8320, 0.5479)  0.216
C (0.0615, 4.0017, -0.0347)  -0.186
C (1.0390, 4.9362, 0.3591)  -1.270
C (1.8678, 4.2339, 1.2098)  0.582
C (3.0998, 4.6892, 1.9190)  -1.516
C (-1.0403, 4.1426, -1.0013)  -0.120
C (-1.2659, 3.1294, -1.9327)  -0.159
C (-2.3050, 3.2154, -2.8434)  -0.660
C (-3.1330, 4.3310, -2.8428)  -0.282
C (-2.9066, 5.3537, -1.9328)  -0.784
C (-1.8666, 5.2618, -1.0172)  -0.499
C (2.7417, -0.8983, -1.9139)  0.260
C (3.5366, -1.9128, -2.4412)  -0.308
C (3.2674, -2.4486, -3.6925)  -0.908
C (2.1944, -1.9805, -4.4373)  -0.479
C (1.3956, -0.9673, -3.9201)  -0.746
C (1.6701, -0.4294, -2.6754)  0.500
H (5.3248, -0.5478, 2.7419)  0.425
H (3.8285, -0.1177, 3.5841)  0.275
H (4.8709, 1.1510, 2.9496)  0.232
H (4.8754, -1.3295, 0.1926)  0.460
H (2.7274, 2.2193, 2.9279)  -0.134
H (-1.7884, 0.9649, 4.9179)  0.487
H (-0.8721, 3.5069, 4.6451)  0.443
H (-0.5123, 3.7421, 2.9265)  0.115
H (0.8046, 3.6365, 4.0933)  0.204
H (-1.5078, -1.3063, 6.0550)  0.420
H (-2.4285, -3.5436, 6.5396)  0.365
H (-2.4230, -5.2931, 4.7885)  0.383
H (-1.5054, -4.7718, 2.5434)  0.452
H (-0.6149, -2.5412, 2.0631)  0.314
H (1.1503, 5.9581, 0.0356)  0.527
H (3.3113, 5.7230, 1.6479)  0.403
H (3.9626, 4.0776, 1.6518)  0.218
H (2.9847, 4.6312, 3.0027)  0.238
H (-0.5934, 2.2798, -1.9496)  1.038
H (-2.4741, 2.4136, -3.5508)  0.429
H (-3.9492, 4.3959, -3.5520)  0.343
H (-3.5513, 6.2242, -1.9265)  0.370
H (-1.7032, 6.0512, -0.2929)  0.465
H (4.3639, -2.2996, -1.8589)  0.333
H (3.8938, -3.2417, -4.0833)  0.392
H (1.9795, -2.4024, -5.4116)  0.397
H (0.5461, -0.6008, -4.4835)  0.414
H (1.0550, 0.3650, -2.2743)  0.604
I (-5.0845, 1.9245, -5.7187)  0.026
C (-4.5765, 0.7882, -4.0373)  -0.708
C (-5.0178, 1.1780, -2.7835)  -0.207
C (-4.6448, 0.4351, -1.6802)  -0.315
I (-5.2286, 1.0641, 0.2241)  0.057
C (-3.8526, -0.7511, -1.7502)  0.314
O (-3.5476, -1.4437, -0.7283)  -0.922
C (-3.3865, -1.0760, -3.0707)  0.896
C (-2.5207, -2.2972, -3.2376)  -1.254
N (-1.4373, -2.3337, -2.2604)  0.289
C (-0.6115, -3.5028, -2.4192)  -1.403
C (0.4710, -3.6340, -1.3744)  0.738
C (1.4126, -4.6541, -1.5063)  -0.814
C (2.4138, -4.7733, -0.5644)  -0.739
C (2.4589, -3.8627, 0.4821)  -1.014
C (1.4817, -2.8870, 0.5414)  -0.193
N (0.4951, -2.7780, -0.3561)  0.524
C (-3.7466, -0.3207, -4.1690)  -0.397
H (-5.6270, 2.0633, -2.6602)  0.378
H (-2.0881, -2.2954, -4.2440)  0.297
H (-3.1482, -3.2039, -3.1619)  0.271
H (-1.9017, -2.3448, -1.3540)  0.066
H (-0.1211, -3.4597, -3.3987)  0.418
H (-1.1971, -4.4417, -2.4156)  0.587
H (1.3535, -5.3306, -2.3504)  0.476
H (3.1582, -5.5559, -0.6502)  0.371
H (3.2355, -3.8955, 1.2342)  0.534
H (1.4879, -2.1458, 1.3363)  0.304
H (-3.3752, -0.6027, -5.1485)  0.327

---

2 | A structure of composition C43H39BCsI2N8O, computed with ωB97M-V/def2-TZVPD.

Results
HOMO-LUMO gap in eV: 6.448
Spin multiplicity: 1
Net charge: -1
Lowest unoccupied orbital energy in eV: 2.01

Each line ends with the Mulliken charge.
Cartesian coordinates (Å):
Cs (0.6013, 0.7111, -0.0067)  1.876
C (-3.7185, -2.5471, 2.9862)  -1.457
C (-2.8493, -2.4453, 1.7753)  0.625
C (-3.1436, -2.7295, 0.4609)  -0.997
C (-1.9576, -2.4405, -0.2365)  -0.407
N (-1.0252, -1.9845, 0.5970)  -0.438
N (-1.5719, -2.0104, 1.8266)  0.651
B (-0.8095, -1.6075, 3.1120)  -1.244
N (-1.1051, -0.1207, 3.4509)  0.616
N (-1.2267, 0.8326, 2.5043)  0.507
C (-1.5984, 1.9450, 3.1343)  0.414
C (-1.7036, 1.7135, 4.5178)  -1.421
C (-1.3829, 0.3836, 4.6756)  0.541
C (-1.3098, -0.4150, 5.9349)  -1.305
C (-1.8559, 3.2035, 2.4123)  0.466
C (-2.2057, 4.3608, 3.1080)  -0.569
C (-2.4541, 5.5478, 2.4362)  -0.670
C (-2.3543, 5.6060, 1.0539)  -0.488
C (-2.0049, 4.4624, 0.3494)  -0.937
C (-1.7652, 3.2775, 1.0233)  0.633
N (0.6964, -1.9106, 3.0114)  0.679
N (1.4853, -1.3285, 2.0822)  0.261
C (2.7064, -1.8018, 2.2707)  -0.024
C (2.7293, -2.6975, 3.3550)  -1.314
C (1.4201, -2.7554, 3.7857)  0.641
C (0.8366, -3.5974, 4.8719)  -1.371
C (3.8041, -1.3773, 1.3823)  0.116
C (3.5709, -1.1708, 0.0219)  0.336
C (4.5751, -0.7051, -0.8120)  -0.974
C (5.8444, -0.4695, -0.3018)  -0.486
C (6.0981, -0.7061, 1.0425)  -0.620
C (5.0862, -1.1545, 1.8789)  -0.531
C (-1.6458, -2.5652, -1.6692)  0.472
C (-2.6485, -2.7397, -2.6186)  -0.357
C (-2.3375, -2.8370, -3.9677)  -0.858
C (-1.0167, -2.7528, -4.3876)  -0.618
C (-0.0100, -2.5786, -3.4453)  -0.448
C (-0.3209, -2.4947, -2.0993)  -0.144
H (-4.7266, -2.8357, 2.6899)  0.422
H (-3.7739, -1.5927, 3.5138)  0.223
H (-3.3389, -3.2886, 3.6911)  0.217
H (-4.0762, -3.1104, 0.0778)  0.469
H (-1.2440, -2.2675, 4.0151)  -0.207
H (-1.9798, 2.4011, 5.2989)  0.395
H (-1.6135, 0.2093, 6.7747)  0.382
H (-0.2929, -0.7652, 6.1201)  0.157
H (-1.9574, -1.2916, 5.8984)  0.257
H (-2.2814, 4.3368, 4.1874)  0.312
H (-2.7225, 6.4348, 2.9972)  0.373
H (-2.5409, 6.5358, 0.5318)  0.395
H (-1.9137, 4.4877, -0.7292)  0.431
H (-1.4968, 2.3868, 0.4807)  -0.475
H (3.5651, -3.2593, 3.7385)  0.483
H (1.6316, -4.1826, 5.3331)  0.378
H (0.0851, -4.2856, 4.4820)  0.229
H (0.3570, -2.9971, 5.6452)  0.191
H (2.5723, -1.3514, -0.3599)  0.550
H (4.3638, -0.5082, -1.8563)  0.434
H (6.6254, -0.0894, -0.9475)  0.399
H (7.0843, -0.5160, 1.4480)  0.360
H (5.2767, -1.3044, 2.9349)  0.412
H (-3.6820, -2.7784, -2.2958)  0.343
H (-3.1307, -2.9681, -4.6942)  0.389
H (-0.7712, -2.8204, -5.4405)  0.387
H (1.0234, -2.5055, -3.7614)  0.437
H (0.4602, -2.3912, -1.3573)  0.835
I (6.4678, 2.5037, -6.0760)  -0.020
C (4.9719, 2.4270, -4.6176)  -0.421
C (5.1825, 3.0107, -3.3757)  -0.460
C (4.1741, 2.9569, -2.4366)  -0.411
I (4.4687, 3.7852, -0.5507)  -0.005
C (2.9027, 2.3426, -2.6639)  0.476
O (1.9955, 2.3383, -1.7716)  -0.839
C (2.7513, 1.7246, -3.9482)  0.466
C (1.5010, 0.9604, -4.3773)  -0.959
N (0.3805, 0.9603, -3.4378)  0.227
C (-0.8779, 0.8945, -4.1392)  -1.304
C (-2.0938, 0.7378, -3.2498)  0.676
C (-3.3414, 0.5238, -3.8362)  -0.780
C (-4.4451, 0.3377, -3.0295)  -0.654
C (-4.2784, 0.3608, -1.6511)  -0.920
C (-3.0112, 0.6016, -1.1562)  -0.051
N (-1.9429, 0.8050, -1.9321)  0.301
C (3.7671, 1.7929, -4.8863)  -0.513
H (6.1198, 3.4980, -3.1435)  0.355
H (1.7838, -0.0820, -4.5780)  0.272
H (1.1907, 1.3715, -5.3520)  0.327
H (0.4688, 1.7685, -2.8290)  0.096
H (-0.8533, 0.0214, -4.8013)  0.428
H (-1.0445, 1.7636, -4.8016)  0.532
H (-3.4228, 0.4916, -4.9162)  0.461
H (-5.4208, 0.1626, -3.4666)  0.369
H (-5.1023, 0.1939, -0.9708)  0.491
H (-2.8412, 0.6340, -0.0829)  0.154
H (3.6146, 1.3290, -5.8559)  0.376

---

The relative energies come out as 1 0.0; 2 55.0, with values in kJ/mol.

---

1 | The molecule CH3FOS, computed with ωB97M-V/def2-TZVPD.

Results
HOMO-LUMO gap in eV: 10.069
Spin multiplicity: 1
Lowest unoccupied orbital energy in eV: 0.78

Each line ends with the natural charge from an NBO analysis.
Cartesian coordinates (Å):
C (0.6097, 0.5735, 0.1629)  0.320
O (0.2175, -0.8065, 0.5242)  -0.682
F (0.4934, 0.7009, -1.1776)  -0.337
S (-1.3749, -1.0768, 0.2846)  0.276
H (-0.0514, 1.2405, 0.8109)  0.162
H (1.6098, 0.4715, 0.5062)  0.165
H (-1.5040, -1.1031, -1.1114)  0.096

---

2 | A cluster of 2 separate species, CH3FOS in total, computed with ωB97M-V/def2-TZVPD.

Results
HOMO-LUMO gap (spin up / spin down) in eV: 7.612 / 7.529
Spin multiplicity: 1
Lowest unoccupied orbital energy (spin up / spin down) in eV: -0.83 / -0.90

Each line ends with the natural charge from an NBO analysis.
Cartesian coordinates (Å):
C (0.1713, -0.2843, 0.1398)  0.065
O (0.0404, -0.0058, -1.1536)  -0.604
F (1.2675, 2.3920, 1.4688)  -0.524
S (2.2693, 1.1185, 0.9310)  0.103
H (-0.0916, 0.4145, 1.0632)  0.263
H (0.8311, -1.1354, 0.2417)  0.202
H (-0.6435, 0.6889, -1.1927)  0.496

---

The relative energies come out as 1 0.0; 2 206.3, with values in kJ/mol.